# 1
C9H14N2PPt | wB97M-V/def2-TZVPD

As for the LUMO energy (spin up / spin down): 2.705 / 2.734 eV. The total charge is -1. Its spin multiplicity is 3. For the gap between HOMO and LUMO (spin up / spin down), the calculation gives 2.166 / 5.636 eV. The value obtained for the total energy is -25067.3274 eV. Its expectation value of S² is 2.010.

Each line ends with the Löwdin charge.
Positions of all 27 atoms, in Å:
C1 -1.04 -1.69 2.21  -0.158
H1 0.60 1.03 2.94  0.055
N1 -0.38 -0.52 4.00  -0.124
C2 0.00 0.12 2.86  -0.213
H2 0.53 -0.74 5.92  0.056
H3 -0.18 0.58 -3.49  0.080
H4 1.47 -2.30 0.07  0.033
H5 -1.48 -2.39 4.23  0.093
C3 0.01 0.00 -2.60  -0.377
N2 -0.49 -0.52 1.77  -0.165
H6 -1.60 -1.45 -2.97  0.091
Pt1 -0.47 -0.05 -0.39  0.541
C4 -0.11 -2.07 -1.43  -0.370
H7 -0.57 -3.07 -1.34  0.089
H8 -1.27 -0.26 5.88  0.053
H9 -0.08 3.08 -0.55  -0.113
C5 1.08 -1.64 -0.72  -0.117
C6 -0.75 -1.16 -2.31  -0.363
C7 -1.04 -1.65 3.58  -0.131
C8 -0.25 -0.10 5.43  -0.267
H10 -1.44 2.46 1.16  -0.121
H11 1.79 1.19 -1.83  0.034
H12 0.88 2.38 1.34  -0.115
H13 0.01 0.98 5.40  0.019
C9 1.22 0.22 -1.82  -0.143
H14 -1.42 -2.42 1.47  0.102
P1 -0.25 2.06 0.46  0.533

# 2
C9H14N2PSY | wB97M-V/def2-TZVPD

As for the LUMO energy (spin up / spin down): -0.755 / -0.647 eV. For the gap between HOMO and LUMO (spin up / spin down), the calculation gives 4.715 / 4.924 eV. The value obtained for the total energy is -33700.3840 eV.

Each line ends with the Löwdin charge.
Positions of all 28 atoms, in Å:
P1 0.01 -3.47 -0.67  0.600
H1 -0.20 2.45 0.85  0.163
H2 -0.94 0.09 4.23  0.115
N1 -0.17 1.69 1.51  0.056
H3 -1.71 2.34 2.85  0.116
H4 -2.65 1.38 -3.66  0.069
C1 1.23 -1.25 3.02  -0.086
H5 -1.11 -3.70 -1.53  -0.113
H6 0.85 -1.57 4.00  0.101
H7 2.29 -0.98 3.15  0.089
C2 0.86 0.79 1.63  -0.916
C3 -0.59 0.53 3.33  -0.088
H8 1.12 -2.06 2.26  0.016
H9 -0.98 3.42 -3.30  0.035
H10 1.54 2.51 -2.91  0.083
S1 2.20 0.41 0.57  0.566
C4 -0.73 2.43 -3.12  -0.171
H11 -1.20 -0.89 -2.88  0.040
Y1 0.09 -1.03 0.40  0.836
C5 -0.96 1.62 2.64  -0.092
H12 1.12 -4.08 -1.33  -0.105
C6 -1.60 1.29 -3.33  -0.186
C7 0.44 0.53 -2.58  -0.312
N2 0.43 -0.07 2.61  -0.286
C8 -0.90 0.16 -2.86  -0.271
H13 1.23 -0.21 -2.49  0.043
H14 -0.27 -4.22 0.54  -0.115
C9 0.59 1.90 -2.94  -0.187

# 3
C9H14N4 | wB97M-V/def2-TZVPD

As for the LUMO energy: 0.744 eV. For the gap between HOMO and LUMO, the calculation gives 7.803 eV. The value obtained for the total energy is -15513.9749 eV.

Each line ends with the Löwdin charge.
Positions of all 27 atoms, in Å:
N1 0.85 -1.90 0.72  -0.130
C1 2.09 -1.25 1.18  -0.109
H1 3.52 2.12 -0.96  0.048
C2 3.54 0.17 -0.42  -0.075
C3 -3.05 -0.11 0.13  -0.075
C4 -1.74 0.73 0.41  -0.411
N2 -0.87 -2.02 -0.71  0.087
H2 -2.47 2.52 -0.53  0.085
C5 4.14 1.29 -0.73  0.020
H3 -0.68 2.20 -0.73  0.034
H4 2.83 -1.75 -0.66  0.086
H5 -0.52 -4.09 -1.12  0.095
C6 -0.22 -3.23 -0.59  -0.202
H6 -1.81 1.30 -1.81  0.137
C7 -0.52 -0.05 0.61  -0.091
C8 -1.64 1.79 -0.71  -0.101
C9 2.87 -0.88 -0.08  -0.086
H7 -3.54 0.70 -0.49  0.066
H8 2.60 -2.00 1.80  0.128
N3 0.88 -3.15 0.13  0.057
H9 -3.56 -0.47 1.08  0.090
H10 -2.86 -0.94 -0.57  0.051
H11 -1.70 1.33 1.42  0.158
H12 0.23 0.41 1.19  0.094
H13 1.81 -0.47 1.89  0.107
N4 -0.19 -1.22 0.16  -0.099
H14 5.05 1.60 -0.32  0.035

# 4
C9H14N4O7P2S5SbTl | wB97M-V/def2-TZVPD

As for the LUMO energy: 3.901 eV. The total charge is -2. For the gap between HOMO and LUMO, the calculation gives 6.390 eV. The value obtained for the total energy is -113848.3536 eV.

Each line ends with the Löwdin charge.
Positions of all 43 atoms, in Å:
H1 1.63 -2.21 -0.35  0.046
H2 -3.87 0.99 0.92  0.043
O1 -0.87 0.43 0.53  -0.402
C1 4.56 -1.05 0.67  -0.081
O2 -3.18 -1.05 3.28  -0.109
H3 3.31 2.91 -0.18  0.117
H4 -0.81 -2.08 2.62  0.069
C2 3.08 0.69 -0.15  -0.267
H5 0.29 5.78 -1.49  0.082
C3 2.38 -1.51 -0.11  -0.150
C4 2.66 2.07 -0.40  -0.087
H6 3.80 -2.99 0.64  0.095
C5 4.30 0.34 0.44  -0.014
S1 -0.44 -1.79 -2.20  -0.028
Tl1 0.12 0.56 -1.71  0.157
O3 -5.11 -2.23 1.72  -0.336
S2 0.30 -2.37 -6.09  -0.300
H7 -1.17 -2.54 0.91  0.075
Sb1 1.18 -1.83 -4.07  -0.133
H8 -4.03 -1.54 3.28  0.069
N1 1.10 3.65 -0.89  -0.013
N2 1.46 2.35 -0.75  -0.101
C6 -0.14 3.84 -1.32  -0.826
H9 -1.27 5.28 -2.02  0.050
P1 -1.90 0.52 1.63  0.454
H10 4.97 1.17 0.71  0.105
O4 -3.10 1.49 1.46  -0.162
H11 -3.07 -2.04 -0.99  0.031
N3 -0.52 5.18 -1.37  0.034
S3 -1.36 2.69 -1.81  0.616
P2 -4.15 -1.44 0.88  0.345
H12 5.49 -1.30 1.25  0.114
S4 1.65 0.48 -3.79  -0.119
O5 -3.66 -2.41 -0.31  -0.156
O6 -4.66 -0.12 0.28  -0.332
H13 -2.12 -3.20 2.21  0.085
C7 3.61 -1.98 0.40  -0.069
C8 -1.61 -2.26 1.91  -0.077
O7 -1.15 0.89 2.98  -0.110
N4 2.13 -0.23 -0.35  0.049
H14 -0.19 0.95 2.81  0.093
S5 2.98 -2.94 -3.11  -0.286
C9 -2.65 -1.11 1.95  -0.567

# 5
C9H14NO3P | wB97M-V/def2-TZVPD

As for the LUMO energy: 0.695 eV. For the gap between HOMO and LUMO, the calculation gives 6.928 eV. The value obtained for the total energy is -26479.1173 eV.

Each line ends with the Löwdin charge.
Positions of all 28 atoms, in Å:
C1 0.71 -1.01 -1.35  -0.046
H1 -2.06 2.98 -0.09  0.078
H2 1.08 -2.78 -2.31  0.090
C2 0.34 1.07 -0.24  -0.359
H3 1.53 -2.42 1.43  0.070
H4 1.23 -1.29 -0.41  0.087
H5 -1.27 3.21 1.23  0.064
C3 -1.30 2.53 0.46  -0.095
O1 -1.10 -1.22 1.10  -0.295
H6 -0.09 -1.92 -4.54  0.062
H7 -0.61 1.75 -2.57  0.116
C4 -0.34 -0.03 -3.59  -0.104
H8 -1.44 0.43 3.31  0.047
P1 0.06 -0.58 1.77  0.519
C5 0.67 -1.82 -2.46  -0.085
O2 0.90 0.61 0.99  -0.144
H9 -0.03 -0.05 4.27  0.042
N1 0.15 0.31 -1.30  0.043
C6 1.38 -1.70 2.30  -0.159
H10 0.91 -2.16 3.20  0.064
H11 2.31 -1.13 2.49  0.065
C7 -0.31 0.74 -2.55  -0.063
H12 -0.67 0.35 -4.51  0.095
O3 -0.13 2.38 -0.24  -0.041
H13 -1.63 1.56 0.93  0.109
H14 -0.01 1.30 3.04  0.057
C8 -0.37 0.28 3.32  -0.143
C9 0.08 -1.40 -3.67  -0.075

# 6
C9H14NO3S | wB97M-V/def2-TZVPD

As for the LUMO energy: 3.380 eV. The total charge is -1. For the gap between HOMO and LUMO, the calculation gives 7.050 eV. The SMILES is CC(C)C[C@@H](C)C1=S(=O)=C([O-])NC1=O. The value obtained for the total energy is -28026.5895 eV.

Each line ends with the Löwdin charge.
Positions of all 28 atoms, in Å:
C1 2.46 -0.72 1.48  -0.045
C2 0.11 0.57 -1.30  -0.395
C3 -0.37 1.86 -1.95  -0.077
O1 -3.44 0.35 3.37  0.000
H1 1.50 0.07 -2.86  0.054
C4 1.10 -0.47 0.64  -0.399
H2 2.71 -1.75 1.27  0.050
H3 1.33 1.70 0.23  0.147
S1 -1.34 1.15 1.94  0.971
H4 -3.18 -2.00 1.90  0.183
C5 -1.22 -1.50 1.19  -0.516
H5 -0.07 -0.33 -3.27  0.034
O2 -2.04 1.60 0.70  -0.594
H6 3.19 -0.07 0.99  0.046
H7 -0.75 0.11 -0.84  0.104
O3 -1.25 -2.69 0.78  -0.077
C6 -0.18 -0.55 1.35  -0.191
H8 -0.86 1.59 -2.81  0.030
N1 -2.47 -1.19 1.96  0.084
H9 0.93 -1.27 -0.24  0.164
H10 0.43 2.50 -2.29  0.073
H11 2.13 0.45 -0.82  0.095
H12 0.69 -1.46 -2.48  0.078
C7 1.21 0.68 -0.30  -0.229
C8 -2.62 -0.06 2.60  -0.678
H13 2.55 -0.59 2.58  0.069
H14 -1.12 2.39 -1.31  0.076
C9 0.62 -0.37 -2.49  -0.058

# 7
C9H14O | wB97M-V/def2-TZVPD

As for the LUMO energy: 0.841 eV. For the gap between HOMO and LUMO, the calculation gives 9.344 eV. The SMILES is Cc1ccc(O)cc1.CC. The value obtained for the total energy is -11606.7368 eV.

Each line ends with the Löwdin charge.
Positions of all 24 atoms, in Å:
H1 -2.07 -0.92 2.97  0.053
H2 3.66 0.85 0.64  0.098
H3 -2.29 0.25 -2.26  0.069
H4 -1.58 -2.14 0.77  0.063
H5 -0.23 -0.64 3.17  0.078
C1 -0.38 0.78 -1.40  -0.300
C2 1.58 -0.63 -1.19  -0.003
H6 1.97 -1.59 -1.45  0.106
C3 2.12 0.28 -0.28  -0.338
H7 -0.70 -3.01 2.09  0.066
C4 1.47 1.49 -0.10  -0.030
H8 2.13 2.20 0.38  0.112
C5 0.34 -0.31 -1.80  -0.047
C6 -0.84 -2.03 1.59  -0.177
C7 -1.79 1.12 -1.84  -0.063
H9 0.04 -0.96 -2.60  0.109
H10 -2.48 1.41 -1.01  0.082
H11 0.01 -1.83 0.91  0.041
H12 -0.37 2.64 -0.29  0.122
H13 -1.96 2.02 -2.44  0.073
C8 0.18 1.74 -0.56  -0.051
O1 3.31 0.02 0.32  0.053
C9 -1.11 -0.82 2.49  -0.161
H14 -1.02 0.08 1.87  0.043

# 8
C9H14O | wB97M-V/def2-TZVPD

As for the LUMO energy: 0.817 eV. For the gap between HOMO and LUMO, the calculation gives 9.254 eV. The SMILES is Cc1ccc(O)cc1.CC. The value obtained for the total energy is -11607.1832 eV.

Each line ends with the Löwdin charge.
Positions of all 24 atoms, in Å:
H1 -0.80 -0.20 0.76  0.102
H2 -0.32 -3.35 2.39  0.075
O1 2.78 -0.83 -2.05  0.047
C1 -0.03 -0.82 0.32  -0.051
C2 1.78 -1.22 -1.21  -0.340
H3 -1.84 -3.09 1.49  0.080
H4 3.17 0.00 -1.78  0.105
C3 0.74 -3.07 -0.03  -0.036
H5 -1.16 3.73 1.41  0.066
C4 -0.11 -2.17 0.63  -0.291
H6 0.58 -4.12 0.15  0.113
C5 -1.02 3.15 0.49  -0.166
H7 -0.06 2.66 0.33  0.047
H8 -2.41 4.30 -0.79  0.061
H9 -1.75 2.35 0.53  0.051
H10 0.99 0.73 -0.77  0.105
H11 2.30 -3.24 -1.50  0.118
H12 -0.77 4.96 -0.68  0.056
C6 -0.90 -2.64 1.81  -0.061
H13 -1.15 -1.81 2.48  0.075
C7 -1.35 4.05 -0.71  -0.172
C8 1.59 -2.58 -1.01  -0.022
C9 0.89 -0.34 -0.60  -0.022
H14 -1.12 3.54 -1.65  0.060

Going through the records in order, we get relative energy (zero: lowest compared OMol25 entry of this formula, charge and spin) values of 102.0, 0.0, 147.8, 0.0, 42.7, 0.0, 20.8, 10.5 kcal/mol.